Entry 1:
96
Properties=species:S:1:pos:R:3:mulliken_charge:R:1 method="wB97M-V/def2-TZVPD" charge=-1 multiplicity=1
Cs 0.7636 -1.4052 -0.0946 1.68
Cl -0.7430 -0.7451 -8.2076 -0.29
C -0.2363 -1.0116 -6.5488 0.13
C 1.1195 -0.8637 -6.2073 -0.55
C 1.5269 -1.0590 -4.9197 -0.68
C 0.6157 -1.4013 -3.8569 -0.12
O 1.0119 -1.5190 -2.6697 -0.40
C -0.7608 -1.5745 -4.2545 0.86
C -1.8247 -1.8951 -3.3400 -0.91
N -1.7629 -2.0880 -2.0707 0.24
C -2.9545 -2.4377 -1.4371 -0.51
C -3.8128 -3.3979 -1.9231 -0.13
C -5.0124 -3.7199 -1.2561 -0.72
C -5.3637 -3.0873 -0.0998 -0.91
C -4.4984 -2.1121 0.4528 0.97
C -4.7945 -1.4220 1.6512 -0.90
C -3.9097 -0.5099 2.1430 -0.71
C -2.7069 -0.2969 1.4365 -0.29
N -2.3998 -0.9014 0.3200 0.17
C -3.2825 -1.7980 -0.1956 0.07
C -1.1453 -1.3658 -5.5935 -0.93
H 1.8325 -0.5940 -6.9770 0.41
H 2.5678 -0.9408 -4.6461 0.41
H -2.8138 -1.9460 -3.8235 0.37
H -3.5429 -3.9287 -2.8273 0.59
H -5.6571 -4.4830 -1.6745 0.38
H -6.2872 -3.3267 0.4132 0.38
H -5.7258 -1.6344 2.1642 0.38
H -4.0997 0.0407 3.0551 0.50
H -1.9665 0.3950 1.8215 0.52
H -2.1890 -1.4832 -5.8661 0.35
C 2.2479 -3.9293 1.2742 0.48
C 3.2210 -3.4604 0.3669 0.01
C 3.7941 -2.2919 0.9133 0.47
C 3.1862 -2.0474 2.1673 1.02
C 2.2256 -3.0569 2.3842 0.64
C 1.3501 -3.2148 3.5941 -1.45
C 3.5763 -0.9670 3.1382 -1.70
C 4.9120 -1.5061 0.2861 -1.32
C 3.5324 -4.0151 -0.9960 -1.29
C 1.3525 -5.1242 1.1112 -1.56
H 1.5972 -4.1088 4.1805 0.28
H 0.2873 -3.3023 3.3333 0.20
H 1.4415 -2.3555 4.2636 0.35
H 3.6028 -1.3331 4.1689 0.40
H 2.9056 -0.0940 3.1302 -0.09
H 4.5719 -0.5762 2.9147 0.43
H 5.8920 -1.9846 0.4132 0.35
H 4.9886 -0.5066 0.7211 -0.01
H 4.7651 -1.3781 -0.7916 0.30
H 4.5987 -3.9364 -1.2287 0.38
H 2.9947 -3.4942 -1.7989 0.00
H 3.2722 -5.0736 -1.0721 0.48
H 1.5510 -5.9002 1.8606 0.30
H 1.4740 -5.5847 0.1288 0.36
H 0.2899 -4.8654 1.2124 0.23
I 0.3876 1.2120 3.7872 0.32
C -1.4143 2.2685 3.5742 0.08
C -2.2631 2.1189 4.6396 -0.71
C -3.4532 2.8593 4.7384 -0.87
C -3.7382 3.7845 3.7839 -0.80
C -2.8875 3.9625 2.6675 0.77
C -3.2104 4.9758 1.7306 -0.86
C -2.4305 5.1817 0.6394 -1.12
C -1.3463 4.3173 0.3969 0.28
C -0.9958 3.3002 1.2482 0.21
P 0.1937 2.0348 0.5833 -0.03
C 1.8220 2.7910 0.9419 0.55
C 2.9495 2.0502 0.5823 -0.55
C 4.2224 2.5176 0.8626 -0.69
C 4.3874 3.7283 1.5247 -0.68
C 3.2740 4.4661 1.8961 -0.69
C 1.9978 4.0004 1.6041 -0.62
C 0.0756 2.2910 -1.2265 0.23
C -0.9236 1.5730 -1.8831 0.03
C -1.0803 1.6869 -3.2572 -0.46
C -0.2131 2.4779 -3.9952 -0.55
C 0.8038 3.1723 -3.3521 -0.88
C 0.9430 3.0873 -1.9747 0.02
C -1.7248 3.1515 2.4858 0.21
H -1.9955 1.4371 5.4351 0.39
H -4.1069 2.7135 5.5885 0.39
H -4.6219 4.4064 3.8589 0.38
H -4.0899 5.5815 1.9128 0.37
H -2.6607 5.9665 -0.0691 0.41
H -0.8033 4.4339 -0.5316 0.51
H 2.8361 1.0968 0.0756 0.56
H 5.0831 1.9271 0.5777 0.43
H 5.3821 4.0884 1.7550 0.36
H 3.3935 5.4082 2.4169 0.39
H 1.1349 4.5860 1.8978 0.32
H -1.5702 0.9038 -1.3226 -0.01
H -1.8549 1.1235 -3.7579 0.44
H -0.3145 2.5305 -5.0718 0.39
H 1.4939 3.7782 -3.9262 0.42
H 1.7404 3.6293 -1.4803 0.43

Entry 2:
105
Properties=species:S:1:pos:R:3:mulliken_charge:R:1 method="wB97M-V/def2-TZVPD" charge=0 multiplicity=1
Hf 0.7595 -0.1453 -0.2516 0.94
I -1.6818 2.5800 1.0718 0.23
C -2.6665 3.0972 2.8474 0.10
C -2.6186 4.4418 3.0992 -0.74
C -3.3203 5.0109 4.1758 -0.78
C -4.0827 4.2133 4.9629 -0.89
C -4.1484 2.8179 4.7444 1.14
C -4.9703 2.0537 5.6073 -0.84
C -5.0653 0.7077 5.4776 -1.17
C -4.3055 0.0659 4.4892 -0.12
C -3.4842 0.7371 3.6217 0.97
P -2.5203 -0.3280 2.4629 0.85
C -1.7856 -1.5832 3.5561 -0.16
C -1.2648 -2.7378 2.9635 -0.24
C -0.5001 -3.6319 3.6960 -0.44
C -0.2303 -3.3838 5.0366 -1.15
C -0.7132 -2.2244 5.6260 -1.10
C -1.4772 -1.3267 4.8906 -0.65
C -3.9107 -1.1887 1.6515 0.73
C -4.3895 -2.4563 1.9609 0.22
C -5.4752 -2.9860 1.2754 -0.51
C -6.0919 -2.2597 0.2690 -0.69
C -5.6207 -0.9926 -0.0491 -0.58
C -4.5392 -0.4646 0.6352 -0.75
C -3.4073 2.1879 3.6937 0.04
H -2.0492 5.0886 2.4470 0.40
H -3.2591 6.0765 4.3477 0.39
H -4.6575 4.6269 5.7822 0.36
H -5.5237 2.5769 6.3777 0.37
H -5.7032 0.1291 6.1323 0.43
H -4.3609 -1.0154 4.4163 0.22
H -1.4290 -2.9239 1.9052 0.95
H -0.1035 -4.5179 3.2148 0.50
H 0.3577 -4.0861 5.6133 0.50
H -0.4887 -2.0087 6.6632 0.40
H -1.8273 -0.4172 5.3629 0.50
H -3.9290 -3.0285 2.7574 0.06
H -5.8478 -3.9701 1.5342 0.43
H -6.9322 -2.6791 -0.2681 0.40
H -6.0896 -0.4181 -0.8369 0.44
H -4.1707 0.5206 0.3729 0.31
C -3.5256 -5.4882 4.0364 -0.43
O -2.4692 -6.4212 3.8956 -0.47
C -1.8661 -6.5124 2.6837 0.56
C -0.8459 -7.4592 2.5933 -0.71
C -0.1921 -7.6431 1.3950 -0.39
C -0.4972 -6.8585 0.2829 0.01
C -1.5059 -5.9076 0.3811 -0.43
C -2.1970 -5.7374 1.5753 0.34
N 0.1693 -7.2981 -0.9224 -0.38
N 0.5084 -6.5525 -1.8514 -0.65
C 0.4245 -5.1161 -1.7614 0.79
C -0.1527 -4.4443 -2.8298 -0.55
C -0.0558 -3.0695 -2.9099 -0.64
C 0.6561 -2.3557 -1.9465 0.07
O 0.8437 -1.0434 -2.0743 -0.65
C 1.2216 -3.0186 -0.8431 -0.07
N 2.0074 -2.2264 0.1016 0.49
C 2.0333 -2.9175 1.4325 1.93
C 2.4207 -4.3620 1.2599 -1.27
C 1.9468 -5.0720 0.2432 -1.05
C 1.1239 -4.4122 -0.7749 0.27
H -3.9224 -5.6277 5.0382 0.33
H -4.3168 -5.6706 3.3037 0.34
H -3.1529 -4.4660 3.9319 -0.03
H -0.6073 -8.0522 3.4655 0.46
H 0.5709 -8.4039 1.2945 0.46
H -1.7839 -5.3025 -0.4700 0.48
H -2.9836 -4.9975 1.6243 0.13
H -0.6593 -5.0112 -3.5993 0.44
H -0.4881 -2.5172 -3.7330 0.61
H 0.9970 -2.8812 1.7891 -0.74
H 3.0750 -4.8063 2.0005 0.52
H 2.1970 -6.1169 0.1219 0.69
C 5.0588 -1.3939 0.2922 -1.43
Si 3.4829 -1.4535 -0.6972 0.44
C 2.9213 -2.2656 2.4780 -2.30
C 3.8583 -2.3896 -2.2611 -1.11
N 2.8338 0.1435 -0.8119 0.07
C 3.0118 1.0180 -1.8611 0.34
C 4.1516 1.1223 -2.6715 -0.42
C 4.2204 2.0183 -3.7266 -0.87
C 3.1601 2.8630 -4.0249 -0.45
C 2.0115 2.8022 -3.2454 -1.21
C 1.9974 1.9092 -2.2108 0.79
F 0.8007 1.8001 -1.4504 -0.05
H 5.4756 -2.3738 0.5267 0.37
H 4.9665 -0.8126 1.2068 0.36
H 5.7721 -0.8769 -0.3563 0.38
H 2.6213 -2.6509 3.4539 0.51
H 3.9683 -2.5217 2.3279 0.54
H 2.8324 -1.1841 2.5163 0.34
H 4.2388 -3.3781 -1.9896 0.39
H 4.6383 -1.8763 -2.8260 0.45
H 3.0038 -2.5200 -2.9214 0.25
H 4.9972 0.4816 -2.4551 0.32
H 5.1182 2.0523 -4.3295 0.41
H 3.2157 3.5591 -4.8489 0.40
H 1.1508 3.4302 -3.4289 0.46
O 1.4892 1.3254 1.2399 -0.28
N 1.2755 0.5724 2.2069 -0.25
O 0.5675 -0.4419 1.8684 0.07
O -2.8514 -0.4680 -2.4167 -0.61
C -2.0818 -0.4424 -1.5326 0.87
N -1.3072 -0.4107 -0.6146 -0.24

Computed values of E (unit: Ha) for the preceding records, in sequence: -3157.94195 -3634.99569.
Computed values of Kohn-Sham gap (unit: Ha) for the preceding records, in sequence: 0.1782 0.2616.
Computed values of max |F| (unit: eV/A) for the preceding records, in sequence: 0.9 1.0.